Entry 1:
Below is a 13-piece molecular cluster, C34H84O15 overall at a distorted geometry, with properties calculated with ωB97M-V/def2-TZVPD.

The geometry in XYZ format:
```
133
Properties=species:S:1:pos:R:3:forces:R:3
C -1.049907 -6.410017 -21.599776 0.2 1.2 0.7
C -0.014761 -7.502218 -21.496852 0.2 -0.3 0.0
C 1.308619 -6.765702 -21.107403 -1.7 -0.3 -0.2
O 1.092878 -5.460372 -21.585109 0.3 2.0 0.4
C -0.178393 -5.313844 -22.218673 -0.4 -1.7 -0.5
H -1.383880 -6.071668 -20.618917 0.1 0.0 0.2
H -1.977189 -6.619240 -22.133124 0.3 -0.2 -0.3
H 0.021167 -7.858223 -22.526455 0.4 -0.8 0.2
H -0.313385 -8.245843 -20.757979 0.2 -0.4 -0.4
H 2.241428 -7.143528 -21.525981 -0.2 -0.3 -0.2
H 1.397829 -6.747093 -20.021215 0.1 0.0 0.2
H 0.019847 -5.612172 -23.248148 -0.4 0.5 -0.5
H -0.687834 -4.351251 -22.174209 0.8 0.3 0.3
C -6.690644 -1.619737 -28.201911 0.0 0.4 0.8
C -5.527804 -1.421786 -27.232736 -0.1 -2.1 0.8
C -4.485510 -0.731604 -28.091268 -0.9 0.8 1.0
O -5.279347 0.169265 -28.855443 0.9 0.5 0.1
C -6.621289 -0.268376 -28.895316 -0.1 -0.5 -2.3
H -7.672780 -1.864071 -27.797171 0.1 0.3 0.5
H -6.488593 -2.454706 -28.872802 0.3 0.2 -0.3
H -5.184736 -2.348300 -26.772328 0.2 -0.3 -0.4
H -5.866348 -0.900376 -26.337404 0.2 0.9 -0.3
H -3.891754 -1.365652 -28.749707 -0.1 -0.3 0.1
H -3.837733 -0.161562 -27.425278 0.4 0.2 -0.3
H -6.809107 -0.505614 -29.942478 -0.4 0.5 -0.4
H -7.250578 0.584307 -28.640330 -0.3 -0.4 0.7
C 0.961415 -2.605888 -26.797938 1.4 0.1 -1.2
C 1.442088 -2.010922 -25.496204 -0.2 1.3 0.0
C 1.550388 -3.201950 -24.553813 1.2 -0.4 -0.6
O 1.125884 -4.340444 -25.304285 -1.9 0.2 -0.2
C 0.345429 -3.904931 -26.441450 0.2 -0.8 -0.4
H 1.838179 -2.932218 -27.357306 0.4 0.5 -0.1
H 0.437508 -1.930987 -27.474798 -0.4 -0.1 0.3
H 0.777013 -1.246462 -25.094491 -0.4 -0.2 0.0
H 2.330489 -1.422089 -25.724504 0.5 -0.4 0.5
H 0.988050 -3.049238 -23.632646 0.1 -0.2 0.0
H 2.583053 -3.491942 -24.359903 0.1 0.5 0.6
H -0.736763 -3.775363 -26.428840 -0.4 -0.6 1.2
H 0.562714 -4.664029 -27.192890 -0.3 0.0 -0.1
C -2.862653 -2.043988 -24.649813 -0.2 0.0 1.0
C -1.679092 -1.851617 -23.736844 0.4 0.4 1.2
C -2.334041 -2.052244 -22.310340 0.7 1.1 -2.5
O -3.175108 -3.172718 -22.584125 -0.9 0.0 1.0
C -3.410092 -3.287261 -23.967226 0.9 -0.8 -2.6
H -2.468830 -2.089807 -25.665148 -0.6 -0.5 -0.2
H -3.586952 -1.236371 -24.543762 0.2 0.4 -0.2
H -1.247050 -0.893758 -24.026603 0.4 0.1 0.9
H -0.954990 -2.660414 -23.834932 0.0 0.1 -0.5
H -2.854543 -1.100863 -22.200586 -0.6 -0.2 0.8
H -1.676777 -2.250897 -21.463795 0.0 -0.1 -0.2
H -4.391443 -3.606272 -24.318344 -0.3 0.5 1.0
H -2.746494 -4.034197 -24.402901 0.1 -0.8 0.4
C 1.235583 -2.045840 -17.156780 -0.6 1.1 -0.8
C 1.150113 -3.012790 -18.333456 -0.4 -2.9 1.0
C 1.628563 -2.301990 -19.567005 0.5 -0.8 1.5
O 1.465210 -1.002875 -19.167308 0.5 4.1 -1.6
C 0.806026 -0.802879 -17.961089 -0.4 -0.9 0.8
H 2.259790 -1.917178 -16.806725 0.0 -0.1 0.0
H 0.581841 -2.200462 -16.298415 0.0 -0.4 -0.2
H 0.140189 -3.369560 -18.535648 -0.4 0.3 0.4
H 1.673054 -3.945256 -18.121005 0.3 0.0 -0.1
H 1.036500 -2.568391 -20.442550 0.2 0.0 -0.2
H 2.704073 -2.442960 -19.674251 0.0 -0.3 -0.7
H -0.268056 -0.829272 -18.144744 -0.4 -0.1 0.2
H 1.002782 0.167404 -17.505079 0.5 0.0 -0.3
C -1.784078 -6.983539 -25.193140 -0.5 -0.3 0.9
O -2.317877 -6.396932 -26.360532 0.5 0.1 -0.4
H -2.231441 -6.460694 -24.347809 0.1 -0.2 0.4
H -2.077424 -8.032986 -25.166360 0.0 -0.2 0.3
H -0.704156 -6.961702 -25.046908 0.0 0.5 -0.8
H -3.250232 -6.608721 -26.274125 -0.2 0.3 -0.3
C -1.556343 1.921842 -20.326225 -0.1 0.0 -0.4
O -2.656177 1.053173 -20.135438 0.2 -0.4 0.5
H -1.189494 1.909942 -21.352575 0.0 -0.1 -0.2
H -1.857063 2.945950 -20.105146 0.2 0.1 0.2
H -0.721990 1.591972 -19.707249 -0.1 0.1 0.2
H -3.105257 0.877108 -20.965457 0.0 0.3 -0.3
C -5.039117 1.134871 -23.662059 -0.1 0.1 -0.4
O -4.418696 0.959623 -22.405469 0.4 0.1 -0.3
H -5.924391 1.763466 -23.565946 0.0 0.2 -0.1
H -4.346229 1.577762 -24.377504 0.1 0.3 0.3
H -5.343720 0.201181 -24.134873 -0.1 -0.4 0.2
H -5.037568 0.467753 -21.860793 -0.4 -0.4 0.3
C -7.660454 -4.275783 -24.315038 0.0 0.0 -1.0
O -6.522086 -4.375971 -25.229236 -1.5 0.7 1.2
H -8.554467 -4.050153 -24.896363 0.1 -0.2 -0.3
H -7.841310 -5.208392 -23.780587 0.2 -0.1 0.0
H -7.646917 -3.461240 -23.590862 0.8 0.1 0.1
H -5.812776 -4.691217 -24.664354 0.3 -0.5 -0.1
C -5.446404 -7.586177 -24.819577 -1.0 0.5 0.6
O -5.066236 -6.433114 -24.043632 0.3 -0.5 -0.7
H -5.057284 -8.460106 -24.297143 0.0 -0.3 -0.6
H -6.536185 -7.601264 -24.835253 -0.2 -0.4 0.1
H -5.206692 -7.540613 -25.881915 0.7 0.2 0.2
H -5.115792 -6.768808 -23.145605 0.3 0.6 0.5
C -4.108173 -5.818074 -19.800881 -0.8 1.0 -1.3
O -4.201265 -5.637042 -21.236893 0.5 -1.4 0.0
H -4.924090 -5.158049 -19.506373 0.2 -0.3 1.4
H -4.271858 -6.865441 -19.547258 -0.2 0.1 -0.2
H -3.144574 -5.525160 -19.384003 0.0 0.2 -0.1
H -4.090438 -4.715784 -21.483061 0.3 0.4 0.1
C -0.989674 2.187248 -24.287862 0.3 -1.2 0.4
O -1.228784 2.367327 -25.657176 0.7 -0.9 -0.9
C -0.751407 1.230326 -26.473617 0.4 1.2 0.2
C 0.829071 1.212489 -26.682290 -1.2 0.1 1.1
O 1.369174 2.228023 -27.460430 0.1 0.1 -2.0
C 0.945872 3.514844 -27.170648 -1.1 1.5 0.6
H -0.886798 3.112929 -23.721602 -0.3 0.1 -0.4
H -0.092575 1.599921 -24.091990 0.6 0.2 -0.2
H -1.745200 1.528325 -23.859956 -0.6 0.3 0.3
H -1.299289 1.317550 -27.411862 0.4 0.4 -0.2
H -1.151661 0.301130 -26.068019 0.4 -0.3 0.5
H 1.175428 0.263432 -27.091474 -0.3 0.0 -0.3
H 1.346052 1.299674 -25.726658 -0.3 -0.2 0.7
H 1.299220 4.339227 -27.790024 1.3 -0.7 -0.4
H 1.156507 3.758231 -26.129260 0.1 0.1 0.2
H -0.111018 3.726757 -27.332462 -0.5 -0.8 0.3
C -7.580827 -0.808197 -21.892652 -0.7 0.5 -0.4
O -6.389559 -0.766932 -21.213440 1.8 -0.1 1.0
C -6.463125 -1.145201 -19.849661 1.0 -2.3 0.1
C -4.992605 -1.246368 -19.353093 1.1 1.1 0.2
O -4.596127 -2.138332 -18.301969 -1.0 0.5 0.5
C -3.445072 -1.720069 -17.544557 -1.2 0.2 0.4
H -7.323344 -0.537074 -22.916521 -0.4 0.0 -0.1
H -8.233759 -0.069181 -21.428290 -0.6 0.1 -0.3
H -8.061679 -1.786336 -21.881221 0.0 -0.2 0.1
H -6.795632 -2.181926 -19.797321 -0.7 -0.2 -0.1
H -7.174390 -0.536807 -19.291035 0.3 0.3 0.2
H -4.731470 -0.226635 -19.070174 0.5 0.1 0.0
H -4.324103 -1.597531 -20.139157 -0.5 0.6 -0.9
H -2.491795 -1.980367 -18.004590 -0.1 -0.4 0.0
H -3.651827 -2.126203 -16.554403 0.7 -0.6 -0.1
H -3.400248 -0.655541 -17.314609 -0.3 0.4 -0.6
```
Forces are in eV/Å.

E_tot = -2474.0427 hartree
Energy relative to the best compared isomer or geometry (same formula, charge and spin) = 97.3 kcal/mol
Orbital gap = 9.78 eV
Lowest unoccupied orbital energy = 0.529 eV
Strongest force on any atom = 4.4 eV Å⁻¹
HOMO level = -0.340 Ha

***

Entry 2:
Below is a 9-piece molecular cluster, C34H84O20P2 overall at a distorted geometry, with properties calculated with ωB97M-V/def2-TZVPD.

The geometry in XYZ format:
```
140
Properties=species:S:1:pos:R:3:forces:R:3
C 23.641856 -4.647544 25.560470 0.0 0.1 -0.6
O 24.289502 -5.724610 26.238814 0.5 -0.1 0.8
P 24.720797 -5.508291 27.761164 0.2 -0.8 0.4
O 25.670318 -4.425550 28.073197 -0.7 -0.1 -0.2
O 23.338715 -5.430938 28.559805 0.0 -0.1 0.1
C 22.724680 -4.177338 28.867563 0.6 0.4 -0.2
O 25.246890 -6.964154 28.128365 -0.5 0.6 -0.7
C 25.405997 -7.376599 29.498874 -0.4 0.6 -0.3
H 23.539193 -3.755063 26.180793 0.0 0.0 0.0
H 22.666269 -4.977437 25.199038 0.0 -0.1 0.3
H 24.227964 -4.417400 24.668771 0.1 0.2 0.2
H 21.966963 -3.944368 28.119709 -0.1 -0.1 0.1
H 23.496039 -3.405045 28.833943 -0.1 0.1 0.1
H 22.299982 -4.210809 29.867588 -0.1 -0.2 0.0
H 24.505286 -7.925764 29.771576 0.2 -0.2 0.1
H 25.478924 -6.500032 30.145848 0.2 -0.1 0.0
H 26.316291 -7.967512 29.526666 -0.1 -0.1 0.2
C 22.849137 5.108299 19.472898 -1.0 1.1 0.0
O 23.687294 4.585225 20.487284 0.1 -0.4 0.7
P 24.084690 3.049698 20.471223 0.3 0.3 0.3
O 24.531792 2.583311 19.159696 0.0 -0.5 0.4
O 22.763793 2.349270 21.072720 0.3 0.5 -0.3
C 22.477496 1.007694 20.691611 0.6 -1.3 0.3
O 25.187357 2.946812 21.639640 -0.9 0.0 -1.0
C 24.982373 3.649143 22.868666 0.7 0.2 0.3
H 22.229252 4.389349 18.937358 0.6 -0.4 -0.2
H 23.443443 5.749439 18.825345 0.0 -0.4 -0.3
H 22.096761 5.765396 19.924176 0.3 0.0 0.4
H 22.692331 0.320602 21.519816 0.0 0.3 0.2
H 23.152919 0.685948 19.895751 -0.4 0.1 -0.3
H 21.430106 0.859015 20.435175 0.0 0.5 -0.2
H 23.945254 3.953220 22.998513 0.1 0.1 0.1
H 25.673385 4.495776 22.874354 -0.4 0.3 -0.1
H 25.324166 3.031328 23.700869 -0.3 -0.3 -0.2
C 25.980643 -0.813571 21.681662 -0.9 -0.5 0.5
O 25.613721 -1.684831 20.628684 0.0 0.3 -0.2
C 25.897368 -1.155092 19.352089 -0.7 0.3 0.2
C 25.631817 -2.208838 18.317529 1.5 -1.2 -0.9
O 26.004610 -1.635050 17.068766 -0.2 0.3 -0.1
C 25.574202 -2.370642 15.959374 0.3 -0.6 -0.3
H 25.588892 0.204556 21.590198 0.3 0.1 -0.5
H 27.053829 -0.839901 21.856934 0.1 0.2 0.0
H 25.446095 -1.192209 22.553540 0.4 -0.2 0.2
H 26.935560 -0.822138 19.260329 0.1 -0.1 0.1
H 25.273760 -0.274822 19.149374 0.0 0.1 0.0
H 24.680030 -2.748372 18.291458 -0.6 0.9 0.1
H 26.326955 -3.052121 18.462501 0.1 0.1 0.4
H 25.862174 -3.428988 16.008587 -0.3 -0.2 0.5
H 26.090126 -2.075618 15.045037 -0.1 0.7 0.2
H 24.496843 -2.269344 15.833071 -0.2 -0.2 -0.1
C 22.382186 4.597359 26.065460 0.0 0.0 -0.4
O 23.774400 4.802148 26.153825 0.0 -0.4 -0.2
C 24.496305 3.635064 26.472209 0.6 0.0 0.6
C 25.921870 4.051617 26.835336 -0.3 0.5 0.1
O 26.399062 3.187421 27.843454 0.0 -0.7 -0.3
C 27.797817 3.099821 27.917614 0.5 -0.1 0.6
H 21.999919 3.990866 26.893512 0.0 0.4 0.3
H 22.060921 4.056272 25.164412 0.3 0.1 -0.2
H 21.974004 5.604390 26.020601 -0.4 -0.2 0.2
H 24.487326 2.891507 25.671026 -0.1 0.0 -0.1
H 24.113390 3.158988 27.382746 -0.3 0.0 0.0
H 25.857998 5.068549 27.238107 0.0 0.1 0.0
H 26.579407 4.099344 25.962109 0.1 -0.3 0.0
H 28.087521 2.489420 28.777224 -0.4 0.2 0.3
H 28.226692 4.095171 28.068173 0.2 0.0 -0.2
H 28.277113 2.552542 27.098533 -0.3 0.4 -0.5
C 28.071619 -4.692577 25.781466 -0.8 0.5 0.0
O 29.396628 -5.022528 26.083321 0.0 -0.4 0.0
C 29.690344 -4.711092 27.427590 1.0 0.3 -0.1
C 29.058050 -5.588917 28.491472 -0.5 0.0 0.0
O 29.323264 -6.969918 28.309993 0.5 0.4 0.0
C 28.614830 -7.592870 27.268011 -0.5 -0.4 -0.3
H 27.745188 -5.104756 24.825611 0.4 0.0 -0.1
H 27.964080 -3.599053 25.752423 -0.1 0.0 -0.1
H 27.354035 -5.039885 26.530305 0.2 -0.1 0.0
H 29.522650 -3.637198 27.583563 -0.4 -0.1 0.4
H 30.772711 -4.824413 27.536139 0.0 -0.2 -0.2
H 27.979231 -5.435644 28.612822 -0.1 0.1 -0.3
H 29.505030 -5.295817 29.441308 0.1 -0.1 0.0
H 27.533861 -7.423955 27.358008 0.0 -0.1 0.2
H 28.840569 -8.655688 27.352406 -0.2 0.0 0.1
H 28.866745 -7.297015 26.246264 0.4 0.3 0.2
C 22.268011 -0.871067 28.656519 0.4 0.0 -0.4
O 22.522130 -1.170125 27.297490 -0.5 -0.4 -0.2
C 21.378077 -0.920411 26.504142 0.0 0.6 -0.3
C 21.711089 -1.108223 25.028531 0.9 -0.5 0.8
O 22.631198 -0.148440 24.558953 -0.1 0.5 -0.1
C 22.090181 1.143665 24.388560 -0.5 0.0 -0.3
H 23.234967 -0.993233 29.143871 -0.2 0.1 0.3
H 21.517986 -1.548715 29.081612 0.1 0.0 0.1
H 21.910850 0.160600 28.758722 0.1 0.0 0.1
H 21.093208 0.119376 26.706687 -0.3 0.0 -0.2
H 20.506941 -1.532411 26.767411 0.2 -0.3 0.2
H 20.803248 -1.226162 24.430540 0.0 0.4 -0.2
H 22.290496 -2.032109 24.950264 -0.3 -0.2 0.0
H 22.876887 1.828668 24.081835 0.1 -0.2 -0.1
H 21.614706 1.553079 25.285298 0.2 -0.1 0.2
H 21.317477 1.114496 23.611678 0.0 0.1 -0.1
C 28.984696 2.850957 23.990445 0.0 0.7 1.2
O 29.320945 1.496578 23.996379 0.2 -0.1 0.0
C 30.118974 1.110901 22.876965 -0.7 0.2 0.5
C 30.131513 -0.397891 22.755578 0.4 -0.2 -0.9
O 30.827993 -1.134967 23.720566 0.4 -0.2 0.2
C 30.122189 -1.356477 24.924725 -0.4 0.7 0.1
H 28.497358 3.178887 23.070570 0.0 0.0 -0.1
H 29.807282 3.524468 24.274874 0.5 -0.2 -0.7
H 28.338445 3.050998 24.851111 -0.5 -0.4 -0.3
H 31.121401 1.543732 22.953965 0.1 -0.1 0.1
H 29.633122 1.535356 21.989510 0.2 -0.2 -0.2
H 30.666962 -0.607866 21.824169 0.0 0.0 -0.1
H 29.124273 -0.796867 22.606344 -0.2 0.2 0.3
H 29.091220 -1.662362 24.720933 0.0 0.0 0.0
H 30.096963 -0.409182 25.478786 -0.1 -0.2 0.2
H 30.615134 -2.121615 25.517878 0.2 -0.1 -0.2
C 28.739571 -0.498964 30.156045 -0.4 0.6 -0.3
C 29.670219 -0.351327 28.962937 0.0 0.0 -0.1
C 30.627662 -1.519960 29.159065 0.1 0.0 0.2
O 29.992348 -2.489933 30.012000 -0.5 0.1 -0.3
C 28.694643 -2.009166 30.356826 -0.1 0.6 0.3
H 27.760597 -0.084053 29.901691 0.0 -0.1 0.3
H 29.088575 0.026636 31.046499 0.2 -0.1 0.0
H 30.221754 0.584422 28.860270 -0.1 0.1 0.3
H 29.061779 -0.418539 28.056257 0.2 -0.4 -0.1
H 31.516359 -1.223147 29.720243 0.2 0.2 -0.4
H 30.898359 -1.937328 28.187990 0.2 -0.3 0.2
H 28.464698 -2.181308 31.409797 0.2 -0.6 0.0
H 27.911908 -2.467634 29.743401 0.1 -0.1 -0.1
C 25.887737 -1.521733 26.929652 -1.0 -0.2 0.2
C 26.134690 -0.060728 27.191302 0.6 0.9 0.1
C 26.994684 0.352513 25.978275 -0.7 0.7 0.2
O 26.790833 -0.630414 24.985100 -0.1 -0.3 -0.5
C 25.741377 -1.521145 25.397120 1.2 -0.4 0.8
H 24.999043 -1.924591 27.420288 -0.1 0.2 0.0
H 26.705251 -2.108626 27.349903 0.2 -0.2 -0.7
H 26.679571 0.160067 28.112453 -0.2 -0.2 0.0
H 25.234921 0.557287 27.205446 -0.2 -0.3 0.0
H 28.055761 0.492392 26.198034 0.1 -0.4 -0.1
H 26.648200 1.331129 25.614724 0.0 0.0 -0.1
H 25.950829 -2.507013 24.979843 0.0 0.0 -0.2
H 24.763520 -1.179524 25.048941 0.0 0.2 0.2
```
Forces are in eV/Å.

E_tot = -3533.2668 hartree
Energy relative to the best compared isomer or geometry (same formula, charge and spin) = 0.0 kcal/mol
Orbital gap = 9.05 eV
Lowest unoccupied orbital energy = 0.346 eV
Strongest force on any atom = 2.2 eV Å⁻¹
HOMO level = -0.320 Ha
SMILES = COP(=O)(OC)OC.COP(=O)(OC)OC.C1CCOC1.C1CCOC1.COCCOC.COCCOC.COCCOC.COCCOC.COCCOC